No. 1
81
Properties=species:S:1:pos:R:3:forces:R:3:lowdin_spin:R:1 method="wB97M-V/def2-TZVPD" orbital_gap_ev="7.83 / 5.62" charge=+1 largest_force_ev_per_a=1.2 relative_energy_kcal_mol=10.7 spin_multiplicity=2 homo_energy_ev="-11.44 / -11.44"
Ir 0.609 -1.008 0.397 -1.1286 0.5089 -0.0988 0.000
O 1.305 2.048 -3.655 0.0476 0.1089 0.0132 0.000
C 1.253 1.137 -2.679 -0.0099 -0.0283 0.0401 0.000
O 2.150 0.925 -1.916 0.1862 -0.0347 0.1362 0.000
C -0.030 0.373 -2.692 -0.2082 -0.0926 0.2217 0.000
C -0.915 0.553 -3.742 0.0773 0.0570 -0.0561 0.000
C -2.028 -0.263 -3.844 -0.1000 -0.0697 -0.0537 0.000
C -2.188 -1.269 -2.916 -0.0076 -0.0170 -0.0481 0.000
C -1.272 -1.374 -1.881 0.1403 0.0984 -0.0760 0.000
N -0.237 -0.541 -1.720 0.1394 -0.0507 -0.2668 0.000
C -1.418 -2.522 -0.907 0.0879 0.0006 0.2137 0.000
O -2.398 -3.231 -0.965 -0.1073 -0.0662 -0.0108 0.000
O -0.461 -2.664 -0.039 0.4017 -0.2932 -0.1387 0.000
H 2.174 2.478 -3.608 -0.0309 -0.0008 -0.0216 0.000
H -0.708 1.314 -4.480 -0.0065 -0.0327 0.0415 0.000
H -2.730 -0.135 -4.656 -0.0084 -0.0030 0.0070 0.000
H -2.993 -1.988 -2.955 -0.0015 0.0072 -0.0128 0.000
C 4.326 -1.868 -3.613 0.0013 -0.0153 -0.0167 0.000
C 4.998 -1.256 -2.563 -0.0008 0.0095 0.0272 0.000
C 4.399 -1.154 -1.319 -0.0681 0.0210 -0.0166 0.000
C 3.119 -1.657 -1.152 -0.0360 0.0833 -0.0054 0.000
C 2.441 -2.291 -2.178 -0.0259 0.0306 -0.0414 0.000
C 3.057 -2.394 -3.417 -0.0177 -0.0266 0.0099 0.000
N 2.480 -1.560 0.138 0.2258 -0.4173 -0.1788 0.000
N 3.180 -1.944 1.102 -0.2262 0.1083 0.0945 0.000
C 2.463 -1.980 2.295 -0.0106 -0.0166 0.0591 0.000
C 3.079 -2.402 3.471 -0.0121 0.0115 -0.0375 0.000
C 2.307 -2.489 4.614 0.0653 -0.0251 0.0383 0.000
C 0.955 -2.167 4.561 -0.0476 -0.0012 0.0272 0.000
C 0.348 -1.749 3.379 0.0474 0.0271 -0.0348 0.000
C 1.099 -1.653 2.217 0.0398 -0.0282 0.0073 0.000
H 4.800 -1.949 -4.582 -0.0039 0.0057 0.0024 0.000
H 5.992 -0.856 -2.714 -0.0043 -0.0044 0.0034 0.000
H 4.905 -0.681 -0.488 0.0097 0.0067 0.0011 0.000
H 1.463 -2.722 -2.003 0.0115 0.0256 0.0152 0.000
H 2.549 -2.903 -4.226 0.0004 0.0043 0.0037 0.000
H 4.130 -2.659 3.470 0.0008 0.0033 -0.0135 0.000
H 2.748 -2.815 5.545 0.0027 0.0028 -0.0061 0.000
H 0.358 -2.247 5.461 -0.0055 0.0055 -0.0100 0.000
H -0.708 -1.512 3.381 0.0353 -0.0016 0.0299 0.000
O -1.489 1.154 1.711 -0.1079 0.1253 0.1306 0.000
S -2.094 -0.087 1.116 0.6758 0.6346 0.3437 0.000
C -2.966 -0.918 2.413 -0.0315 -0.3037 -0.1585 0.000
C -3.479 -0.177 3.468 0.0094 0.0565 -0.0313 0.000
C -4.144 -0.851 4.478 -0.0003 -0.0433 -0.0035 0.000
C -4.287 -2.234 4.417 0.0018 0.0257 0.0074 0.000
C -3.760 -2.956 3.356 0.0049 -0.0098 -0.0068 0.000
C -3.081 -2.300 2.339 -0.0583 0.0101 -0.0003 0.000
C -3.433 0.506 0.103 -0.0088 -0.3137 -0.2575 0.000
C -4.243 -0.416 -0.548 -0.0596 0.0490 0.0582 0.000
C -5.261 0.057 -1.358 -0.0212 -0.0120 -0.0018 0.000
C -5.447 1.426 -1.518 0.0049 -0.0054 0.0020 0.000
C -4.621 2.330 -0.865 -0.0124 -0.0237 0.0003 0.000
C -3.597 1.873 -0.045 0.0542 0.0181 -0.0010 0.000
H -3.345 0.897 3.496 0.0046 -0.0106 -0.0023 0.000
H -4.553 -0.299 5.313 0.0012 -0.0005 -0.0002 0.000
H -4.810 -2.753 5.210 0.0003 0.0023 0.0023 0.000
H -3.867 -4.032 3.321 0.0002 0.0012 -0.0002 0.000
H -2.647 -2.852 1.512 -0.0021 -0.0119 0.0213 0.000
H -4.084 -1.482 -0.422 -0.0268 0.0035 -0.0104 0.000
H -5.913 -0.642 -1.864 0.0001 0.0014 0.0016 0.000
H -6.245 1.789 -2.152 -0.0008 0.0023 0.0014 0.000
H -4.774 3.394 -0.988 0.0023 0.0009 0.0044 0.000
H -2.943 2.555 0.482 -0.0125 -0.0069 -0.0045 0.000
N 1.182 0.869 1.250 -0.0730 -0.1577 0.2611 0.000
C 1.743 2.026 0.615 0.0432 0.0926 -0.1904 0.000
C 3.120 2.197 0.586 -0.0850 0.0010 -0.0288 0.000
C 3.653 3.286 -0.076 0.0054 0.0445 -0.0200 -0.002
C 2.795 4.194 -0.687 0.0946 0.0221 -0.0651 -0.006
C 1.418 4.045 -0.624 -0.0129 0.0589 -0.0379 -0.002
C 0.886 2.954 0.041 0.0974 -0.0700 0.0200 0.000
S 3.476 5.544 -1.592 -0.1931 0.0438 0.2366 -0.037
O 3.999 6.550 -0.592 0.0310 -0.1084 -0.0747 0.643
O 2.440 6.100 -2.398 -0.0328 -0.0098 -0.0584 0.109
O 4.706 5.095 -2.205 0.1370 -0.0092 -0.0305 0.296
H 0.232 1.113 1.602 0.1780 0.0263 0.0477 0.000
H 1.748 0.637 2.064 -0.0219 0.0069 -0.0024 0.000
H 3.771 1.467 1.052 -0.0057 -0.0078 -0.0002 0.000
H 4.724 3.424 -0.139 -0.0092 -0.0004 -0.0002 -0.001
H 0.776 4.775 -1.100 0.0071 -0.0139 0.0059 0.000
H -0.185 2.813 0.109 -0.0300 -0.0094 -0.0059 0.000



No. 2
77
Properties=species:S:1:pos:R:3:forces:R:3:mulliken_charge:R:1 method="wB97M-V/def2-TZVPD" orbital_gap_ev=4.89 charge=-1 largest_force_ev_per_a=3.2 relative_energy_kcal_mol=0.0 spin_multiplicity=1 homo_energy_ev=-3.23
Tl 0.632 -1.390 -0.645 -0.4130 0.3460 -0.5059 0.707
O 2.343 -1.541 6.846 -0.1359 -0.3162 0.8774 -0.493
C 1.019 -1.468 6.360 -0.7750 0.6218 -0.6539 -0.537
C 1.142 -1.085 4.907 -0.6626 0.7359 0.1026 0.649
C 0.165 -0.349 4.231 0.0958 -0.3083 0.1213 -1.055
C 0.409 -0.030 2.900 -1.2738 0.7721 -0.3386 -0.183
N 1.452 -0.428 2.208 1.3324 -1.2392 0.2201 -0.233
C 2.392 -1.165 2.859 -0.9423 0.6839 0.9494 0.210
C 2.298 -1.398 4.242 0.6379 -0.2499 -0.8466 -0.417
C 3.518 -1.716 2.096 0.9894 -1.3205 -1.3577 0.077
C 4.382 -2.748 2.569 -1.1204 0.9842 0.9618 -0.553
C 5.501 -3.172 1.853 -0.6798 1.2189 -0.3772 0.431
C 6.565 -4.004 2.479 0.2747 -0.6703 0.4493 -0.484
O 7.509 -4.460 1.528 0.8384 -0.4507 0.0625 -0.516
C 5.588 -2.614 0.591 1.6110 -0.6675 -1.5868 -0.787
C 4.613 -1.756 0.118 0.2606 0.3283 -1.0582 -0.055
N 3.619 -1.296 0.822 -0.6591 0.4139 1.1684 -0.267
H 2.369 -1.831 7.767 -0.2191 0.0760 -0.2656 0.290
H 0.403 -0.670 6.823 0.4401 -0.4407 0.2621 0.307
H 0.434 -2.411 6.401 0.5425 0.2269 0.3074 0.272
H -0.758 -0.012 4.708 0.2987 -0.1524 -0.0824 0.370
H -0.323 0.583 2.321 0.5697 -0.4819 0.5821 0.460
H 3.123 -1.789 4.835 -0.2126 -0.1568 -0.4665 0.543
H 4.119 -3.140 3.554 0.4681 -0.0807 -0.2157 0.345
H 6.090 -4.861 2.970 -0.0101 0.0539 0.1382 0.305
H 7.077 -3.409 3.249 -0.1993 -0.0126 -0.0478 0.294
H 8.252 -4.935 1.973 -1.0999 0.6800 -0.4032 0.303
H 6.409 -2.858 -0.134 -0.7344 0.0923 1.0767 0.287
H 4.636 -1.362 -0.909 0.2703 -0.3824 0.3379 0.440
S -0.342 -1.122 -3.618 0.9255 -0.3847 0.0011 -0.527
C -1.748 -0.544 -4.432 -0.8673 -0.3797 -0.2673 0.277
C -2.013 -0.908 -5.774 0.5740 -0.4131 -0.5211 -0.519
C -3.278 -0.779 -6.368 1.6521 -0.4716 -0.5286 -0.429
C -4.267 -0.181 -5.656 -1.5221 0.3081 0.6948 -0.613
C -4.016 0.274 -4.368 -0.0607 1.1827 0.0201 -0.156
C -2.775 0.137 -3.754 -0.5212 -0.2468 0.6862 0.008
As -2.302 0.576 -1.866 0.2922 -0.4474 0.6022 0.943
C -3.119 -0.865 -0.765 -0.9667 1.4516 -1.2689 0.354
C -3.065 -2.170 -1.211 -1.0361 -0.5495 1.3560 -0.265
C -3.624 -3.138 -0.357 0.7096 -0.6075 -0.5498 -0.557
C -4.233 -2.819 0.846 0.5300 0.3435 -0.4142 -0.629
C -4.304 -1.480 1.221 -0.2425 -0.4250 1.2540 -0.658
C -3.744 -0.496 0.440 0.1932 -0.5353 -0.3720 -0.411
C -3.602 2.019 -1.406 -0.2976 0.2058 0.3502 -0.357
C -3.242 3.322 -0.937 -1.3120 -1.1441 -0.9460 -0.536
C -4.254 4.235 -0.638 -0.4437 -0.7209 -0.1385 -0.486
C -5.609 3.862 -0.737 -0.5849 0.2445 0.3406 -0.359
C -5.975 2.574 -1.106 1.9173 -0.6107 0.0999 -0.971
C -4.954 1.656 -1.418 -0.0331 0.5239 0.1065 -0.125
H -1.150 -1.371 -6.292 -0.8027 0.1933 0.1371 0.294
H -3.491 -1.123 -7.388 0.3603 0.0351 0.3890 0.316
H -5.289 -0.105 -6.041 0.3976 0.1297 -0.0294 0.326
H -4.786 0.920 -3.944 0.0840 -0.4603 0.3763 0.248
H -2.705 -2.450 -2.190 0.3119 0.1166 -0.0177 0.372
H -3.479 -4.175 -0.656 -0.3669 -0.0170 0.1199 0.353
H -4.589 -3.572 1.527 -0.1663 -0.2676 -0.0401 0.392
H -4.766 -1.306 2.209 0.1645 0.4074 -0.6409 0.301
H -3.832 0.556 0.684 0.0808 -0.0941 0.1916 0.490
H -2.211 3.597 -0.880 0.5119 0.0825 0.0207 0.499
H -3.994 5.224 -0.303 0.0142 0.2537 0.0712 0.403
H -6.438 4.536 -0.449 0.7820 -0.0950 -0.1897 0.297
H -6.956 2.165 -1.056 -0.8841 0.2772 -0.0587 0.403
H -5.197 0.606 -1.599 -0.0957 0.4150 -0.1627 0.540
Br 5.212 6.054 -0.925 0.2538 0.2076 0.0224 -0.217
C 3.856 4.818 -1.277 -1.3891 -2.7332 -0.8381 -0.196
C 4.136 3.458 -1.690 0.5697 1.8873 0.3753 -0.289
C 3.110 2.560 -1.843 0.6741 -1.0862 -0.4186 -0.201
C 1.812 2.933 -1.692 -2.4678 -0.0143 0.1538 0.210
C 1.499 4.245 -1.424 0.3957 -0.1103 -0.3690 -0.580
C 2.491 5.152 -1.180 1.4512 1.4611 0.3926 -0.155
C 0.625 1.940 -1.645 1.0131 -0.3653 0.1053 0.210
O -0.493 2.270 -2.032 1.0716 1.3777 -0.2571 -0.777
O 1.003 0.859 -1.083 -0.1150 0.0992 -0.0378 -0.422
H 5.133 3.091 -1.928 0.0268 0.4789 0.3230 0.388
H 3.309 1.523 -2.142 0.0524 0.4371 0.2936 0.330
H 0.493 4.594 -1.480 -0.6846 -0.0992 0.2856 0.407
H 2.184 6.163 -0.900 0.3580 -0.1445 -0.1137 0.362